Arrangement P

74
Properties=species:S:1:pos:R:3 method="wB97M-V/def2-TZVPD" lumo_ev=2.462 total_charge=-1 orbital_gap_ha=0.357 multiplicity=1 molar_mass_g_mol=481.36
B -0.1528 -0.1259 0.0963
F -1.1696 -0.8604 0.4859
F 0.5599 -0.6659 -0.8657
F -0.7541 1.0815 -0.4567
F 0.6702 0.1180 1.1657
C -3.1791 1.8319 2.0311
C -3.2224 1.8431 3.6418
N -3.1744 1.7379 4.7583
H -3.9087 1.2260 1.6560
H -3.3354 2.8530 1.5736
H -2.2606 1.4829 1.5819
C 3.1591 1.2198 3.2294
C 2.5969 1.0942 4.6343
N 2.1962 0.9446 5.7460
H 3.8192 1.9118 3.1993
H 3.6464 0.2371 2.7894
H 2.3148 1.5659 2.4072
C 2.7463 0.8009 -3.2479
C 3.3636 0.6604 -4.6578
N 3.7731 0.5653 -5.6836
H 2.0061 0.0094 -2.9132
H 3.5547 0.5710 -2.5637
H 2.3705 1.8195 -2.9193
C -1.1341 -2.8893 -2.1675
C -1.7261 -3.3430 -3.5742
N -2.1008 -3.6898 -4.6238
H 0.0348 -3.0494 -2.2507
H -1.5742 -1.9563 -1.9322
H -1.6438 -3.3754 -1.4611
C -5.4599 -2.9274 1.1740
C -4.1040 -2.5005 1.2650
O -3.7554 -1.4536 0.2748
H -6.3433 -2.4522 1.5952
H -5.4254 -3.9074 1.7256
H -5.7136 -3.2661 0.3543
H -3.2948 -3.2115 0.9409
H -3.7798 -2.2178 2.2180
H -2.8521 -1.2567 0.4382
C 4.2478 -2.5923 -2.4488
C 3.7363 -2.5668 -0.9245
O 3.4519 -1.1730 -0.5612
H 3.3419 -2.3463 -2.9629
H 4.3998 -3.6991 -2.7657
H 4.9597 -1.9727 -2.7433
H 4.5645 -3.0236 -0.5118
H 2.8226 -3.1229 -0.8228
H 2.4220 -0.9507 -0.3434
C -0.5131 -1.2019 5.3685
C -0.4724 -0.6748 3.9051
O -1.4776 -1.3817 3.1769
H -1.6136 -1.2627 5.6587
H -0.1372 -0.5048 5.9361
H -0.2604 -2.4068 5.7422
H 0.2543 -0.8336 3.2457
H -0.7976 0.2624 3.9060
H -1.3368 -1.0082 2.3975
C -1.2642 2.6834 -3.9808
C -1.7294 1.1967 -3.6252
O -2.3849 1.1288 -2.4109
H -2.1013 3.3639 -4.0401
H -0.7992 2.7999 -4.6758
H -0.4844 2.9102 -3.1321
H -1.0266 0.3811 -3.3950
H -2.1972 0.7388 -4.6269
H -1.8275 1.3348 -1.6070
C 2.3887 4.6320 -0.4700
C 1.7593 3.3071 -0.4377
O 2.8030 2.4730 -0.1307
H 1.5214 5.2039 -0.6598
H 3.2100 4.6933 -1.2039
H 2.8038 4.9102 0.5341
H 1.4015 3.2919 -1.4330
H 1.1573 3.3600 0.2798
H 2.4303 1.6247 0.0979



Arrangement Q

74
Properties=species:S:1:pos:R:3 method="wB97M-V/def2-TZVPD" lumo_ev=2.415 total_charge=-1 orbital_gap_ha=0.370 multiplicity=1 molar_mass_g_mol=481.36
B 0.0674 0.2996 -0.6768
F -0.6916 1.4846 -1.0778
F 0.6544 -0.2994 -1.6208
F 0.9834 0.9676 0.1832
F -0.7946 -0.4114 0.1192
C 3.5384 4.1236 -0.1488
C 3.3864 5.3506 0.7952
N 3.1574 6.1786 1.5202
H 2.7404 3.3906 0.0992
H 3.5584 4.3796 -1.1698
H 4.3844 3.4386 0.2852
C -2.9546 -2.7604 -0.6218
C -2.4566 -4.0934 -0.9258
N -2.1916 -5.1974 -1.0538
H -3.2806 -2.1834 -1.5608
H -3.9976 -2.7574 -0.1618
H -2.0926 -2.2444 0.0312
C -1.1446 -1.5404 -3.9268
C -0.5206 -1.4354 -5.3168
N 0.0804 -1.4344 -6.3148
H -1.8446 -2.2944 -4.0228
H -0.4726 -1.7334 -3.2078
H -1.7046 -0.6294 -3.6038
C 0.3274 2.3906 -3.9758
C 1.3724 2.6266 -5.1428
N 2.1514 2.7856 -5.9158
H -0.2076 1.4976 -4.3038
H 0.8654 2.1786 -3.1048
H -0.3536 3.3126 -3.7918
C -0.1466 4.6196 2.3122
C -0.0696 3.5266 1.3232
O 0.1594 3.9716 0.0052
H -0.3676 4.1496 3.2072
H -1.0866 5.2976 2.5092
H 0.7694 5.2986 2.4602
H -1.2266 3.1876 1.3482
H 0.5014 2.7826 1.6872
H 0.0984 3.2936 -0.5288
C 1.3084 -4.7364 -1.7438
C 1.4344 -3.5084 -1.0328
O 1.9814 -2.4864 -1.9478
H 0.5164 -5.2354 -1.3218
H 1.9804 -5.2784 -1.9498
H 0.9754 -4.5064 -2.7888
H 2.0314 -3.8574 -0.1328
H 0.5064 -3.2584 -0.7448
H 1.9434 -1.4864 -1.5848
C 4.0914 -1.6744 2.6232
C 3.5454 -0.2924 1.9302
O 4.0204 -0.3064 0.6892
H 5.0404 -1.7934 2.7662
H 3.8024 -2.4464 1.8142
H 3.4674 -1.8944 3.4452
H 3.8884 0.7306 2.4172
H 2.3074 -0.3814 2.0742
H 3.2044 -0.0524 0.1092
C -1.3386 -2.7234 4.2662
C -1.4486 -1.8694 3.0372
O -0.3956 -2.1594 2.0832
H -1.3946 -3.8414 3.9582
H -2.2056 -2.4084 4.9062
H -0.3676 -2.6714 4.7802
H -1.2726 -0.9814 3.1662
H -2.5126 -2.0154 2.5562
H -0.3846 -1.5314 1.2952
C -4.6266 1.8576 1.5322
C -3.6816 0.6966 1.0312
O -3.4096 0.8626 -0.3528
H -4.3226 2.8796 1.3812
H -4.6046 1.7096 2.5072
H -5.6106 1.6956 1.2072
H -4.2176 -0.2314 1.1602
H -2.9896 0.6976 1.7942
H -2.4536 0.9786 -0.6408



Verdict on stability: arrangement Q comes out on top.



Arrangement P

8
Properties=species:S:1:pos:R:3 method="wB97M-V/def2-TZVPD" lumo_ev="-1.120 / -1.121" orbital_gap_ha="0.303 / 0.303" multiplicity=1 molar_mass_g_mol=177.97
C 1.1425 0.6519 -1.0231
C 2.1717 0.1955 -0.5719
C -1.8396 -0.4578 0.2580
C -0.6668 0.1920 0.1538
I 4.1158 -0.1983 -0.0589
H -2.4741 -0.1477 1.0077
H -2.2441 -1.1566 -0.5285
H -0.2055 0.9211 0.7629



Arrangement Q

8
Properties=species:S:1:pos:R:3 method="wB97M-V/def2-TZVPD" lumo_ev=0.087 orbital_gap_ha=0.362 multiplicity=1 molar_mass_g_mol=177.97
C -1.8718 0.7607 0.5046
C -1.2244 1.2748 -0.3788
C 0.8842 -1.6234 -0.1610
C 1.8441 -0.9901 -0.0013
I 3.6256 0.1263 0.1730
H -2.3330 0.6853 1.3888
H -0.7573 1.6934 -1.2782
H -0.1673 -1.9270 -0.2472



Verdict on stability: arrangement Q comes out on top.



Arrangement P

34
Properties=species:S:1:pos:R:3 method="wB97M-V/def2-TZVPD" lumo_ev=2.964 total_charge=-1 orbital_gap_ha=0.307 multiplicity=1 molar_mass_g_mol=226.20
C 1.8983 -1.7617 -1.1153
N 0.6560 -2.2307 -0.5356
C 0.1574 -1.4280 0.5960
C -1.2630 -1.8968 0.8579
O -1.2548 -3.1149 1.6148
C 0.3331 0.1008 0.2197
O 1.0701 0.7216 1.0133
O -0.2461 0.5023 -0.8248
H 1.7379 -1.0768 -1.9628
H 2.3348 -2.5862 -1.7031
H 2.6611 -1.3768 -0.4519
H -0.0383 -2.4299 -1.2337
H 0.7961 -1.5801 1.4700
H -1.6617 -1.1155 1.5366
H -2.0339 -1.8865 0.0925
H -0.5935 -2.9867 2.2990
H -1.1230 3.4927 -1.4034
H -0.8724 2.1771 -0.7576
O -1.5790 2.6771 -1.2399
H 1.3927 3.0982 0.5410
H 1.2945 2.1051 -0.6995
O 1.2516 3.0117 -0.3995
H -2.2923 -1.6095 -2.6706
H -2.6772 -0.1982 -2.5705
O -3.0899 -1.0755 -2.5834
H -2.0953 1.0663 2.3600
H -1.8282 -0.0711 3.2294
O -2.2769 0.7819 3.2667
H 0.7074 1.0544 -2.5321
H 1.1801 2.7061 -2.5109
O 1.0854 1.8490 -2.9131
H 1.4632 0.8089 3.3193
H 2.6038 0.9962 2.4107
O 2.3022 1.2755 3.2808



Arrangement Q

34
Properties=species:S:1:pos:R:3 method="wB97M-V/def2-TZVPD" lumo_ev=3.083 total_charge=-1 orbital_gap_ha=0.342 multiplicity=1 molar_mass_g_mol=226.20
C 0.5584 0.7260 -0.9569
C 1.6308 -0.3143 -0.7013
C 1.7940 -1.3814 -1.8088
O 1.0136 -2.5069 -1.4401
N -0.8085 0.2175 -1.1171
C -1.4303 -0.6941 -0.1349
O -1.7230 -1.8065 -0.5689
O -1.7999 -0.1635 0.9742
H 0.8518 1.2184 -1.8927
H 0.5148 1.5172 -0.2248
H 1.3383 -0.8958 0.2136
H 2.5765 0.2024 -0.4411
H 1.4295 -1.0308 -2.7917
H 2.8223 -1.7332 -1.8887
H 0.0293 -2.3419 -1.5996
H -0.9271 -0.2423 -2.0199
H 1.4942 2.3964 1.8286
H 2.9535 1.9930 1.6151
O 2.3908 2.7640 1.6996
H -2.8718 2.4932 -1.6100
H -1.8564 1.9255 -2.3558
O -2.4151 2.7136 -2.4518
H -0.5519 -2.0338 2.5729
H -1.5104 -0.8711 2.5969
O -0.8453 -1.3321 3.1591
H -0.7090 1.1528 1.4880
H 0.0136 0.8117 2.7787
O -0.0612 1.5205 2.1299
H 0.9719 -3.1032 0.8353
H 1.9162 -3.7251 -0.1762
O 1.7746 -3.6235 0.7724
H -2.3116 1.4344 0.5623
H -3.3030 2.6458 0.8160
O -2.9492 2.0672 0.1375



Verdict on stability: arrangement Q comes out on top.



Arrangement P

4
Properties=species:S:1:pos:R:3 method="wB97M-V/def2-TZVPD" lumo_ev=-11.049 total_charge=+2 orbital_gap_ha=0.525 multiplicity=1 molar_mass_g_mol=58.09
O -0.3300 -2.3269 -0.5244
H -1.1208 -2.5808 0.0034
H -0.2821 -3.0013 -1.2394
Ca -0.0738 -0.4830 -0.1062



Arrangement Q

4
Properties=species:S:1:pos:R:3 method="wB97M-V/def2-TZVPD" lumo_ev=-12.196 total_charge=+2 orbital_gap_ha=0.204 multiplicity=1 molar_mass_g_mol=58.09
O -0.2729 0.2095 -0.9365
H 0.3739 0.9356 -1.0871
H -0.0513 -0.4653 -1.6176
Ca -0.0497 -0.6799 3.6411



Verdict on stability: arrangement P comes out on top.



Arrangement P

23
Properties=species:S:1:pos:R:3 method="wB97M-V/def2-TZVPD" lumo_ev=-4.657 total_charge=+1 orbital_gap_ha=0.298 multiplicity=1 molar_mass_g_mol=141.20
C 0.3934 1.9139 1.3908
C -0.9383 1.7732 0.8421
C 1.2761 1.0215 0.7960
C -1.3185 0.9078 -0.0497
C 0.9571 -0.0724 -0.0802
C -0.4438 -0.1891 -0.7037
N 0.2012 -1.4639 1.4967
N 1.8884 -0.7956 -0.7468
N -0.2580 0.4181 -2.0446
N -1.0955 -1.4591 -0.8775
H 0.6170 2.5571 2.2908
H -1.7104 2.5279 1.2400
H 2.2591 0.9572 1.1754
H -2.3354 0.9090 -0.4275
H 0.6045 -1.7268 2.3697
H 0.0432 -2.3899 1.0370
H 1.6194 -1.6393 -1.2418
H 2.8535 -0.6749 -0.6192
H 0.4686 1.1640 -2.2135
H -1.2008 0.6423 -2.3708
H -0.8081 -1.1685 1.4786
H -0.9569 -1.8863 -1.8344
H -2.1160 -1.3263 -0.9074



Arrangement Q

23
Properties=species:S:1:pos:R:3 method="wB97M-V/def2-TZVPD" lumo_ev=-2.877 total_charge=+1 orbital_gap_ha=0.267 multiplicity=1 molar_mass_g_mol=141.20
C 0.4470 1.4997 0.4782
C -0.8124 1.5756 0.1230
C 1.1371 0.3211 1.0543
C -0.8685 -0.7549 0.1607
C -3.1940 0.7748 -0.0785
C 2.7010 -0.5595 -0.9574
N -1.7028 0.4326 0.0312
N 0.3313 -0.8097 0.7787
N -1.3695 -1.9856 -0.1759
N 2.6068 0.1088 0.3393
H 0.8499 2.5469 0.4609
H -1.1905 2.6137 -0.1333
H -3.6776 -0.0987 -0.4889
H -3.5815 1.6458 -0.7091
H -3.5004 0.8507 0.9363
H 3.7203 -0.7015 -1.2658
H 2.3388 -1.5877 -0.9241
H 2.1749 -0.0269 -1.7286
H 0.7811 -1.6749 0.8661
H -0.9051 -2.8756 0.0842
H -2.3830 -2.0389 -0.2081
H 2.9323 1.0443 0.3212
H 3.1650 -0.3001 1.0354



Verdict on stability: arrangement P comes out on top.



Arrangement P

16
Properties=species:S:1:pos:R:3 method="wB97M-V/def2-TZVPD" lumo_ev=0.594 orbital_gap_ha=0.321 multiplicity=1 molar_mass_g_mol=141.20
C 2.8733 -0.0853 -0.1525
C 1.4571 0.0012 -0.3430
C -0.5580 -0.3089 -1.3232
C -0.7325 0.2794 -0.1530
C -2.0279 0.5290 0.6443
H 3.3583 -0.4594 -1.3098
H 3.2503 0.9382 0.0014
H 3.1217 -0.6967 0.6190
H -1.3659 -0.6710 -2.1371
H 0.6266 0.9121 1.3369
H -2.4259 -1.4538 0.7496
H -3.8098 -0.4256 1.2317
N 0.8130 -0.4809 -1.5136
N 0.5264 0.4050 0.4378
N -2.7661 -0.4949 0.7424
S -2.3407 2.0114 1.1691



Arrangement Q

16
Properties=species:S:1:pos:R:3 method="wB97M-V/def2-TZVPD" lumo_ev=0.522 orbital_gap_ha=0.330 multiplicity=1 molar_mass_g_mol=141.20
C 2.2802 0.3661 0.2519
C 2.7119 -0.8853 -0.0140
C 0.6157 -0.8794 0.2288
C -2.0827 -0.3041 -0.0682
C -1.8429 1.0357 0.4470
N 0.9393 0.3778 0.4249
N -3.0111 -0.5308 -0.8614
N 1.6334 -1.7117 -0.0079
S -0.9992 -1.6330 0.5878
H 2.8410 1.2984 0.5496
H 3.6463 -1.4733 -0.0762
H -2.7145 1.3329 1.1367
H -0.8903 1.1084 0.9372
H -1.8381 1.7334 -0.5256
H -3.1825 -1.5057 -1.1087
H 1.6478 -2.6950 -0.0889



Verdict on stability: arrangement Q comes out on top.



Arrangement P

14
Properties=species:S:1:pos:R:3 method="wB97M-V/def2-TZVPD" lumo_ev="-5.402 / -3.697" total_charge=+1 orbital_gap_ha="0.180 / 0.375" multiplicity=1 molar_mass_g_mol=152.02
C -0.3319 -0.9933 0.8365
C -2.6827 -1.3322 0.0783
C 1.5959 0.7191 -1.2060
N -1.3535 -1.0829 0.2260
N 2.0211 1.8159 -0.1292
Br 0.8558 -1.5343 2.1649
H -2.6737 -2.4587 -0.2011
H -3.2854 -0.8087 -0.6317
H -3.0896 -1.3142 1.0669
H 1.7998 -0.2427 -0.8990
H 0.7051 1.0762 -1.5633
H 3.0060 1.5962 0.2179
H 1.4327 1.8746 0.6456
H 2.0005 2.6849 -0.6059



Arrangement Q

14
Properties=species:S:1:pos:R:3 method="wB97M-V/def2-TZVPD" lumo_ev=-6.299 total_charge=+1 orbital_gap_ha=0.279 multiplicity=1 molar_mass_g_mol=152.02
C -0.9147 -0.4173 0.0078
C 2.2336 0.5751 -0.1478
C -1.7092 0.7838 -0.0370
N 1.4567 -0.4131 0.5063
N -1.0772 -1.6374 -0.2788
Br -3.6916 0.1040 0.1463
H 2.1822 1.6475 -0.1568
H 3.2656 0.5072 0.3293
H 2.4607 0.3169 -1.1369
H -1.6365 1.3883 -0.9500
H -1.4827 1.5940 0.6898
H 1.2527 -0.2074 1.5308
H -2.0513 -2.0152 -0.4257
H -0.2884 -2.2263 -0.0774



Verdict on stability: arrangement Q comes out on top.



Arrangement P

7
Properties=species:S:1:pos:R:3 method="wB97M-V/def2-TZVPD" lumo_ev=0.956 orbital_gap_ha=0.427 multiplicity=1 molar_mass_g_mol=78.03
N 2.6622 -0.5293 0.6288
N 2.1315 0.0090 -0.1894
O -2.2372 -0.1000 -0.1803
O 1.5825 0.5911 -0.9592
O -1.0204 -0.3774 0.4102
H -1.1318 0.0527 1.2223
H -1.9869 0.3538 -0.9324



Arrangement Q

7
Properties=species:S:1:pos:R:3 method="wB97M-V/def2-TZVPD" lumo_ev="-2.401 / -2.401" orbital_gap_ha="0.269 / 0.269" multiplicity=1 molar_mass_g_mol=78.03
N -0.6214 0.0848 0.3578
N 0.0245 -0.5418 -0.6462
O -0.6571 -1.3959 0.0960
O -1.7589 0.7549 -0.0514
O 2.1590 -0.1481 0.1819
H -2.0401 1.4621 0.5692
H 2.8941 -0.2159 -0.5072



Verdict on stability: arrangement P comes out on top.



Arrangement P

15
Properties=species:S:1:pos:R:3 method="wB97M-V/def2-TZVPD" lumo_ev="-6.383 / -6.382" total_charge=+1 orbital_gap_ha="0.266 / 0.266" multiplicity=1 molar_mass_g_mol=151.03
C 0.0157 1.7258 0.0666
C -1.3863 1.2381 -0.0959
C 0.3995 -2.0686 0.0961
C 0.2080 -0.6869 -0.3309
N -0.3393 0.3736 0.3435
Br 2.8314 0.0568 -0.1538
H 0.5532 1.9577 -0.8388
H 0.3191 2.2718 0.8858
H -2.0867 1.6314 0.6098
H -1.6825 0.9890 -1.0003
H 0.2553 -2.6495 -0.8212
H 1.5051 -2.2671 0.3541
H -0.3116 -2.4142 0.8244
H 0.2001 -0.3516 -1.3600
H -0.4810 0.1937 1.4205



Arrangement Q

15
Properties=species:S:1:pos:R:3 method="wB97M-V/def2-TZVPD" lumo_ev=-4.507 total_charge=+1 orbital_gap_ha=0.360 multiplicity=1 molar_mass_g_mol=151.03
C 0.2229 -2.3062 -0.3401
C -0.3392 -1.3808 0.6936
C 1.9972 -0.2660 0.4396
C -3.3981 0.4789 1.1193
N 0.8736 -1.1209 0.3101
Br -2.1827 0.0178 -0.3323
H 0.7703 -3.2236 0.0321
H -0.0743 -2.4491 -1.4051
H -0.7862 -1.4155 1.6888
H 1.9242 0.2314 1.4380
H 3.0374 -0.7578 0.3323
H 2.1468 0.4695 -0.3455
H -2.8984 1.1599 1.7906
H -4.3238 0.7936 0.6720
H -3.6402 -0.5314 1.6721



Arrangement R

15
Properties=species:S:1:pos:R:3 method="wB97M-V/def2-TZVPD" lumo_ev="-3.926 / -7.657" total_charge=+1 orbital_gap_ha="0.399 / 0.138" multiplicity=1 molar_mass_g_mol=151.03
C 0.1714 1.1093 -0.9292
C 3.1549 0.6698 1.1210
C -0.5877 0.1964 -0.6464
C -1.3270 -0.9620 -0.2656
N -2.6640 -0.8876 -0.9654
Br -2.4975 1.0930 -3.5194
H 0.6740 1.9628 -1.0778
H 2.4361 -0.0577 1.3178
H 3.1524 1.0739 0.1916
H 4.1199 0.8180 1.7168
H -1.4252 -0.7263 0.8183
H -0.8233 -1.9171 -0.4292
H -2.9959 -1.7576 -1.3770
H -2.3415 -0.5624 -1.8756
H -3.5242 -0.5109 -0.4409



Verdict on stability: arrangement Q comes out on top.